No. 1
C32H28IrN5O4PS2 | ωB97M-V/def2-TZVPD

Geometry (Å):
C (2.583, 1.053, -0.847)
C (-1.114, 2.216, -2.476)
O (-7.231, -2.778, 2.179)
C (1.314, -1.970, -2.877)
H (0.156, -1.368, -4.564)
C (-4.233, -1.850, 1.578)
C (-0.360, 1.988, 2.668)
O (-6.064, -1.669, 4.015)
C (-2.839, -4.236, 1.393)
H (-2.197, 4.066, 4.607)
H (3.934, -2.707, -0.754)
C (2.519, 2.460, 1.104)
N (2.100, -2.382, -0.013)
N (-0.503, 0.238, -0.230)
C (0.159, 4.038, -1.546)
C (2.612, -2.229, -2.409)
H (-0.724, 2.084, 4.775)
C (-3.099, -1.921, 0.787)
N (2.512, -2.528, 3.470)
H (4.349, -1.961, -5.328)
C (-1.454, 3.661, 1.328)
H (-1.151, 4.897, -4.545)
H (-4.332, -5.010, 2.750)
H (-2.284, -5.166, 1.320)
H (-0.785, -4.111, -0.064)
C (-0.919, 2.536, 3.810)
S (-6.212, -2.874, 3.213)
N (2.731, -2.599, 1.211)
C (2.228, -1.614, -5.093)
H (0.780, 4.440, -0.753)
C (-1.749, 3.646, 3.715)
H (4.424, 2.945, 1.965)
C (3.908, 2.420, 1.170)
H (-2.012, 2.586, -4.389)
C (2.904, -2.477, -1.014)
H (1.960, 3.024, 1.839)
H (3.496, -2.726, 3.518)
C (-0.134, 4.813, -2.657)
Ir (0.243, -1.528, -0.120)
C (-2.020, 4.205, 2.476)
H (0.250, 5.822, -2.730)
H (-2.724, -1.048, 0.264)
C (4.630, 1.706, 0.227)
C (-2.416, -3.125, 0.686)
H (0.251, 1.095, 2.738)
O (-6.241, -4.113, 3.975)
H (5.710, 1.670, 0.287)
S (0.403, -1.605, 2.178)
H (-1.473, 1.198, -2.385)
C (-1.406, 2.994, -3.590)
H (-1.685, 4.093, 0.363)
H (2.075, -1.350, -6.133)
H (4.676, -2.467, -2.927)
O (0.270, -2.106, -2.095)
P (0.039, 1.674, -0.031)
H (2.087, -2.057, 4.248)
H (-1.461, -3.088, -1.145)
H (-2.682, 5.058, 2.398)
C (3.966, 1.032, -0.793)
C (3.512, -1.941, -4.643)
C (3.687, -2.233, -3.308)
C (-0.921, 4.290, -3.678)
C (-0.338, 2.739, -1.448)
C (-3.976, -4.157, 2.189)
C (-0.611, 2.558, 1.417)
C (1.848, 1.765, 0.103)
H (2.066, 0.504, -1.626)
H (4.523, 0.485, -1.544)
C (1.154, -1.620, -4.229)
H (-4.780, -0.920, 1.676)
C (1.995, -2.284, 2.224)
C (-4.681, -2.966, 2.280)
N (-1.244, -3.213, -0.159)

Properties
Kohn-Sham gap (alpha / beta)   6.85 / 6.74 eV
Molecular weight   833.932 g/mol
Net charge   -1


No. 2
C32H28NO7S2 | ωB97M-V/def2-TZVPD

Geometry (Å):
O (0.731, 3.219, -0.341)
C (6.057, -0.370, 2.706)
H (2.338, 5.769, -0.238)
C (1.643, 3.969, -1.193)
C (-5.034, 1.852, -0.039)
H (1.561, 0.924, -1.825)
H (3.348, 1.621, 2.126)
N (-7.837, 0.922, -1.952)
C (-2.853, -3.169, 2.471)
O (3.705, -0.459, -0.718)
H (2.874, 4.286, 0.610)
O (1.091, -1.562, 2.722)
C (-1.232, 1.833, -0.232)
H (-3.482, 2.160, 1.413)
C (-2.001, -4.109, 1.834)
C (-1.635, -1.376, 1.388)
H (3.606, -2.650, 2.086)
C (0.193, -1.855, -0.245)
H (-5.135, -3.198, 4.772)
C (0.774, 0.627, -3.822)
C (1.942, -1.055, -2.550)
H (1.075, 4.681, -1.812)
H (2.142, 3.240, -1.853)
H (-2.145, -5.171, 2.028)
H (-0.329, -4.375, 0.494)
C (1.740, -1.990, -3.569)
C (-3.033, 1.763, -1.945)
H (3.595, 4.793, -0.928)
H (0.010, 0.000, -5.730)
C (1.441, 0.238, -2.663)
O (-3.795, -3.635, 3.332)
O (1.087, 0.758, 1.715)
C (5.452, -1.617, 2.534)
S (2.740, -1.496, -1.015)
H (0.046, -2.094, -1.300)
H (-0.870, 1.524, 0.737)
C (-0.818, -2.296, 0.711)
O (3.110, -2.891, -1.092)
H (-4.625, 1.529, -3.385)
C (-4.530, -2.628, 4.068)
C (-6.726, 1.201, -1.700)
C (2.660, 4.730, -0.367)
H (-5.177, -2.039, 3.400)
H (-1.473, -0.308, 1.231)
H (7.110, -0.314, 2.971)
C (3.355, -0.515, 2.068)
H (-3.319, -1.034, 2.671)
C (3.955, 0.728, 2.252)
H (6.023, -2.542, 2.638)
C (4.095, -1.688, 2.221)
C (-3.708, 1.939, 0.366)
C (-4.356, 1.599, -2.330)
H (-5.843, 2.043, 0.669)
C (1.028, -1.616, -4.711)
H (0.421, 1.656, -3.897)
C (-1.014, -3.673, 0.976)
H (0.844, -2.355, -5.493)
H (-3.851, -1.945, 4.601)
H (2.114, -3.003, -3.448)
C (-2.616, 1.809, -0.569)
C (5.314, 0.802, 2.559)
H (-2.262, 1.874, -2.702)
O (-0.463, 2.950, -2.228)
C (-0.328, 2.664, -1.029)
H (5.777, 1.781, 2.676)
C (0.555, -0.306, -4.840)
S (1.585, -0.606, 1.758)
C (1.382, -1.301, 0.104)
C (-2.665, -1.787, 2.217)
C (-5.371, 1.542, -1.364)

Properties
Kohn-Sham gap   5.52 eV
Molecular weight   602.710 g/mol
Net charge   -1


No. 3
C32H29BrF12KN5O2 | ωB97M-V/def2-TZVPD

Geometry (Å):
H (-4.128, 4.296, 2.563)
H (3.241, -2.771, 1.172)
C (-0.747, 2.818, 1.315)
F (-1.928, -1.013, 2.506)
C (5.495, -0.388, 0.236)
H (-7.020, -1.303, -2.622)
C (3.034, 1.219, -2.809)
H (5.257, 0.363, 1.004)
F (1.693, 2.720, 3.047)
C (0.029, -4.527, -0.571)
C (1.521, 1.862, 2.016)
H (-6.871, 0.210, -3.513)
H (2.519, 1.214, -3.770)
H (-3.339, 2.481, -1.281)
H (6.565, -0.314, 0.026)
C (-2.924, -1.919, 0.458)
C (-3.174, 3.895, 2.223)
H (5.368, -2.505, -0.028)
C (0.373, -5.766, -0.022)
C (-3.076, 0.538, -0.418)
K (-0.114, -0.603, 0.018)
F (1.886, 4.594, 1.179)
C (-3.165, 2.754, 1.450)
C (-3.717, -3.274, 0.372)
H (4.821, 2.219, -3.462)
C (5.176, 1.152, -1.631)
C (2.629, -5.396, -0.641)
H (-4.103, 2.268, 1.216)
N (2.684, -0.009, -2.101)
H (4.867, 0.452, -3.629)
H (-2.951, 6.233, 3.502)
H (0.108, 4.455, 2.383)
O (-1.646, -2.217, 0.195)
C (-1.972, 2.127, 0.988)
N (2.850, -1.220, -0.157)
O (0.731, 1.474, -0.158)
F (0.937, 0.755, 2.537)
N (0.957, -3.767, -1.158)
H (-5.167, 1.862, -2.800)
C (5.101, -1.762, 0.732)
H (1.709, 0.003, -1.835)
C (1.676, -6.205, -0.051)
H (1.937, -7.161, 0.388)
F (-3.173, -4.233, 1.134)
F (-3.533, -2.401, 2.839)
C (-6.306, -0.644, -3.127)
C (-4.600, -1.122, -1.347)
F (-3.986, -0.421, 2.148)
H (3.672, -5.688, -0.678)
C (-4.732, 1.104, -2.149)
C (-3.703, 1.461, -1.293)
C (-3.560, -0.821, -0.472)
C (4.531, 1.277, -2.992)
H (5.642, -2.007, 1.650)
H (-0.969, -4.097, -0.496)
C (3.426, -0.459, -1.004)
C (-5.207, -0.200, -2.197)
H (2.932, -3.514, -1.651)
N (-2.028, 0.904, 0.378)
F (0.650, 4.380, -0.598)
C (0.680, 2.393, 0.791)
F (-3.660, -3.759, -0.898)
H (-5.934, -1.200, -3.996)
C (-0.819, 3.961, 2.119)
C (2.219, -4.188, -1.186)
H (2.686, 2.090, -2.251)
C (-1.990, 4.526, 2.596)
F (2.549, 3.365, -0.452)
H (-1.241, 6.483, 3.160)
Br (-0.975, -6.844, 0.767)
F (-5.030, -3.211, 0.704)
H (4.885, 2.014, -1.011)
H (-1.729, 5.502, 4.533)
C (1.441, 3.701, 0.250)
C (-3.096, -1.417, 1.998)
H (3.376, -1.169, 1.859)
F (2.766, 1.491, 1.629)
N (4.782, -0.099, -0.997)
C (-1.974, 5.741, 3.491)
H (6.265, 1.148, -1.702)
H (-4.983, -2.132, -1.382)
C (3.602, -1.760, 0.964)

Properties
Kohn-Sham gap   4.38 eV
Molecular weight   862.595 g/mol
Net charge   -2